a) DFT (wB97M-V/def2-TZVPD) results for the ion C5H13N2O with charge +1.

Each line ends with the Mulliken charge.
Element x y z (Å)
C1 -0.1947 -0.6765 -2.6353  -1.133
C2 -0.1771 -0.6518 -1.1953  0.467
C3 -1.7147 -0.4834 -0.7845  -0.341
O1 -2.2551 0.5553 -1.0450  -0.422
N1 0.7196 0.3362 -0.5401  -0.283
C4 0.1635 1.1816 0.5151  -1.013
C5 -0.1673 0.3925 1.7469  -0.147
N2 1.2037 -0.0327 2.3230  -0.360
H1 0.5229 -1.6397 -2.8723  0.279
H2 -1.1957 -0.6431 -3.0727  0.332
H3 0.4910 0.0851 -3.0841  0.310
H4 0.1961 -1.6228 -0.7361  0.187
H5 -2.2500 -1.2587 -0.1139  0.380
H6 1.2773 0.8429 -1.1632  0.246
H7 0.8541 2.0538 0.7901  0.454
H8 -0.6183 1.8357 0.2157  0.430
H9 -0.8569 0.8659 2.6035  0.372
H10 -0.7379 -0.6095 1.5475  0.188
H11 1.3427 0.5131 3.2873  0.392
H12 1.9791 -0.0229 1.7082  0.338
H13 1.4176 -1.0209 2.5052  0.322

- total charge = +1
- HOMO (eV) = -12.8
- SMILES = C[C@H](C=O)NCC[NH3+]

b) DFT (wB97M-V/def2-TZVPD) results for a cluster of 2 separate species, C5H13N2O in total.

Each line ends with the Mulliken charge.
Element x y z (Å)
O1 0.2283 2.8571 -0.7001  -0.439
C1 -0.6890 2.4561 -0.0043  0.084
C2 -1.4956 1.2135 -0.3589  -0.455
N1 -0.8400 0.3937 -1.3961  -0.171
H1 -1.0394 2.9884 0.9057  0.370
H2 -1.6877 0.5310 0.5122  0.157
H3 -2.4403 1.6293 -0.7583  0.408
H4 -1.4275 -0.3316 -1.7782  0.387
H5 -0.5608 1.0840 -2.0926  0.413
H6 0.0453 -0.1035 -1.0870  0.164
C3 -0.7410 -1.7287 0.9567  -1.257
C4 0.6017 -1.4180 0.3559  -0.372
C5 1.5114 -0.4461 0.6278  0.246
N2 2.9064 -0.5428 0.5592  -0.555
H7 -1.0306 -0.9976 1.6624  0.431
H8 -1.5430 -1.9291 0.2181  0.287
H9 -0.6924 -2.6577 1.5162  0.373
H10 1.0262 -2.3401 -0.2386  0.134
H11 1.1982 0.5899 0.9347  0.234
H12 3.4419 0.2214 0.0443  0.273
H13 3.2281 -1.4691 0.1210  0.288

- total charge = +1
- HOMO (eV) = -12.3

c) DFT (wB97M-V/def2-TZVPD) results for a cluster of 2 separate species, C5H13N2O in total.

Each line ends with the Mulliken charge.
Element x y z (Å)
O1 -0.8716 -0.3621 -0.2046  -0.365
C1 -0.6185 -0.2325 1.1101  -0.180
C2 0.5363 0.4251 1.6730  0.092
C3 1.4888 1.1656 0.7254  -0.629
C4 2.5892 0.1896 0.2364  -0.564
C5 2.0775 -0.8805 -0.6970  -0.453
N1 1.3174 -0.3894 -1.8878  -0.528
N2 -5.3397 0.0682 -0.4368  -0.622
H1 -1.4290 -0.5716 1.8160  0.394
H2 0.5707 0.7781 2.6536  0.439
H3 1.0166 1.7033 -0.0680  0.425
H4 1.9308 1.9405 1.3550  0.353
H5 2.9884 -0.2207 1.1597  0.367
H6 3.4407 0.6826 -0.2304  0.368
H7 2.9613 -1.4729 -1.0316  0.358
H8 1.4483 -1.4858 -0.0810  0.332
H9 0.5485 0.1235 -1.5435  0.277
H10 0.7999 -1.0653 -2.4844  0.309
H11 -4.9409 0.8508 0.0375  0.205
H12 -4.5235 -0.3548 -0.9529  0.206
H13 -6.1231 0.2336 -1.0083  0.216

- total charge = +1
- HOMO (eV) = -12.1

Calculated relative energies: a) 1.319; b) 0.000; c) 4.119, given in eV

a) DFT (wB97M-V/def2-TZVPD) results for a cluster of 2 separate species, C5H13N2O in total.

Each line ends with the Mulliken charge.
Element x y z (Å)
C1 -0.3176 -1.5788 0.2476  -0.240
C2 0.4814 -0.4986 0.0896  0.132
C3 -0.0963 -2.9185 -0.1512  -1.032
C4 -2.6212 0.9688 -0.4165  -0.668
C5 2.2525 1.0537 0.4894  -0.222
N1 -1.5206 1.2094 0.4893  -0.444
N2 1.4097 0.2688 -0.3787  -0.127
O1 2.9476 2.0886 -0.2084  -0.532
H1 -1.1269 -1.4312 0.8346  0.611
H2 0.8802 -3.1456 -0.5544  0.389
H3 -0.2869 -3.6675 0.7630  0.307
H4 -1.0055 -3.0982 -0.8354  0.296
H5 -3.6582 0.6852 -0.0037  0.290
H6 -2.7093 1.9835 -0.9026  0.318
H7 -2.2714 0.2282 -1.3238  0.196
H8 3.0365 0.3713 0.9342  0.332
H9 1.7247 1.7703 1.2204  0.240
H10 -1.4572 1.6758 1.5411  0.227
H11 1.2259 0.7523 -1.2971  0.405
H12 -0.7485 1.3554 -0.1046  0.192
H13 3.8612 1.9270 -0.4329  0.333

- total charge = +1
- HOMO (eV) = -12.7

b) DFT (wB97M-V/def2-TZVPD) results for a cluster of 2 separate species, C5H13N2O in total.

Each line ends with the Mulliken charge.
Element x y z (Å)
C1 -0.3620 0.2960 1.2236  -0.842
C2 0.2631 0.4869 -0.1293  -0.476
C3 -0.1110 -0.4465 -1.2576  0.490
C4 -1.3946 -0.7195 -1.5143  -1.011
C5 1.5738 -2.0347 -1.6660  -0.241
N1 0.9415 -0.9949 -1.9630  -0.405
N2 -0.5496 -1.1571 1.5591  -0.164
H1 0.2723 0.7480 1.9846  0.376
H2 -1.3242 0.7852 1.3353  0.330
H3 1.3595 0.5187 -0.0653  0.353
H4 0.1833 1.5242 -0.4610  0.462
H5 -2.1790 -0.2532 -0.9382  0.278
H6 -1.7209 -1.2674 -2.3833  0.315
H7 1.2204 -2.6820 -0.8509  0.177
H8 2.4649 -2.3243 -2.2149  0.270
H9 -1.1780 -1.2247 2.3582  0.378
H10 -1.0546 -1.6320 0.7945  0.346
H11 0.3466 -1.6228 1.6882  0.353
H12 -0.1441 4.2369 1.2431  0.302
H13 1.0078 4.2145 0.4565  0.307
O1 0.3847 3.5489 0.8009  -0.598

- total charge = +1
- HOMO (eV) = -12.4

c) DFT (wB97M-V/def2-TZVPD) results for the ion C5H13N2O with charge +1.

Each line ends with the Mulliken charge.
Element x y z (Å)
C1 -0.6981 -1.9515 -2.0054  -1.476
C2 -0.2213 -0.5546 -1.6139  -0.448
C3 0.0980 -0.5667 -0.0902  -0.786
C4 0.6342 0.7589 0.5303  -0.139
N1 0.1146 1.9437 -0.1685  -0.172
C5 0.0904 0.9167 1.9614  0.450
N2 0.4020 -0.0446 2.8379  -0.342
O1 -0.6698 1.8399 2.2038  -0.639
H1 -0.7613 -2.0349 -3.0920  0.389
H2 -1.6525 -2.2036 -1.5521  0.366
H3 0.0506 -2.7016 -1.7511  0.376
H4 -1.0396 0.1304 -1.8488  0.440
H5 0.7219 -0.2958 -2.1005  0.344
H6 -0.7995 -0.8589 0.4354  0.371
H7 0.8539 -1.3283 0.0719  0.382
H8 1.7111 0.7619 0.4700  0.343
H9 -0.5741 1.6859 -0.8744  0.252
H10 -0.3940 2.4823 0.5742  0.399
H11 0.8109 2.5661 -0.5697  0.358
H12 0.0835 0.0617 3.7914  0.296
H13 1.2391 -0.6071 2.7902  0.239

- total charge = +1
- HOMO (eV) = -14.8
- SMILES = CCC[C@@H]([NH3+])C(N)=O

Calculated relative energies: a) 5.620; b) 2.347; c) 0.000, given in eV

a) DFT (wB97M-V/def2-TZVPD) results for the molecule C17H19N3O4S.

Each line ends with the Mulliken charge.
Element x y z (Å)
O1 -1.9396 -4.2451 -0.4372  -0.612
N1 -0.9758 -4.1614 0.2934  1.008
O2 -0.8343 -4.7793 1.3264  -0.614
C1 0.0781 -3.2574 -0.0936  -0.142
C2 -0.0577 -2.5092 -1.2566  -0.623
C3 0.9496 -1.6353 -1.6148  -0.228
C4 2.0950 -1.5039 -0.8276  0.605
C5 3.1576 -0.5427 -1.1915  -1.469
S1 3.5387 0.6784 0.1506  1.140
O3 4.3875 1.6404 -0.4842  -0.700
O4 4.0209 -0.0545 1.2818  -0.647
N2 2.1750 1.4556 0.6167  0.166
C6 1.5450 2.4135 -0.2521  -1.420
C7 0.2004 1.8888 -0.7663  -0.161
N3 -0.6280 1.5442 0.3694  0.143
C8 -2.0169 1.4732 0.1923  0.286
C9 -2.8429 1.4731 1.3189  -0.194
C10 -4.2165 1.4480 1.1897  -0.648
C11 -4.8043 1.4319 -0.0648  -0.471
C12 -3.9971 1.4411 -1.1870  -0.814
C13 -2.6188 1.4576 -1.0651  -0.190
C14 -0.0139 0.5180 1.1929  0.170
C15 1.3458 0.9989 1.7014  -1.190
C16 2.2216 -2.2793 0.3265  -0.176
C17 1.2165 -3.1481 0.6990  -0.583
H1 -0.9488 -2.6198 -1.8553  0.503
H2 0.8559 -1.0606 -2.5247  0.431
H3 2.9238 0.0453 -2.0740  0.355
H4 4.1246 -1.0247 -1.3180  0.540
H5 1.3732 3.3370 0.3127  0.319
H6 2.2366 2.6228 -1.0676  0.490
H7 0.3698 1.0220 -1.4269  -0.062
H8 -0.2904 2.6809 -1.3334  0.699
H9 -2.4019 1.5118 2.3035  0.470
H10 -4.8340 1.4498 2.0757  0.372
H11 -5.8786 1.4141 -0.1644  0.385
H12 -4.4402 1.4255 -2.1722  0.370
H13 -2.0176 1.4455 -1.9612  0.364
H14 0.1181 -0.4085 0.6121  -0.378
H15 -0.6588 0.2955 2.0417  0.619
H16 1.1978 1.8351 2.3948  0.367
H17 1.8845 0.2020 2.2123  0.509
H18 3.1060 -2.1721 0.9341  0.513
H19 1.2945 -3.7484 1.5923  0.501

- total charge = 0
- HOMO (eV) = -8.3
- SMILES = O=[N+]([O-])c1ccc(CS(=O)(=O)N2CCN(c3ccccc3)CC2)cc1

b) DFT (wB97M-V/def2-TZVPD) results for the molecule C17H19N3O4S.

Each line ends with the Mulliken charge.
Element x y z (Å)
O1 -0.4106 -2.3746 -1.5878  -0.659
C1 0.5543 -2.8871 -1.0558  0.717
C2 1.9597 -2.3342 -1.3229  -0.623
S1 1.7889 -0.5689 -1.7311  -0.179
C3 1.0188 -0.1360 -0.2608  0.303
N1 0.8800 -0.8822 0.7955  0.366
N2 0.2149 -0.1379 1.7021  -1.079
C4 -0.0102 1.0114 1.1616  0.229
C5 -0.7469 2.1508 1.7817  0.331
C6 -2.2310 2.0842 1.3710  -0.601
O2 -2.3610 2.1804 -0.0217  -0.467
C7 -1.5823 3.1643 -0.5814  0.700
C8 -1.8432 3.5483 -1.8901  -0.765
C9 -1.0946 4.5460 -2.4829  -0.502
C10 -0.0841 5.1739 -1.7720  -0.518
C11 0.1982 4.7828 -0.4776  -0.856
C12 -0.5395 3.7708 0.1206  0.754
O3 -0.2049 3.3913 1.4049  -0.482
O4 0.4798 1.0858 -0.0973  -0.228
N3 0.4596 -3.9641 -0.2562  0.038
C13 1.5243 -4.5752 0.5070  -1.019
C14 1.4665 -4.0825 1.9547  -0.270
C15 0.1085 -4.4429 2.5524  -0.815
C16 -1.0026 -3.8552 1.6860  -0.272
C17 -0.8542 -4.3338 0.2416  -0.965
H1 2.4072 -2.8103 -2.1948  0.353
H2 2.6189 -2.4000 -0.4622  0.371
H3 -0.6484 2.0720 2.8684  0.411
H4 -2.7576 2.9133 1.8649  0.304
H5 -2.6753 1.1329 1.6682  0.467
H6 -2.6388 3.0475 -2.4178  0.425
H7 -1.3046 4.8374 -3.5003  0.389
H8 0.4944 5.9612 -2.2297  0.380
H9 0.9911 5.2411 0.0916  0.436
H10 2.4933 -4.3773 0.0518  0.445
H11 1.3612 -5.6594 0.4828  0.405
H12 2.2745 -4.5333 2.5324  0.386
H13 1.5833 -2.9977 1.9638  0.145
H14 0.0331 -4.0527 3.5679  0.385
H15 0.0039 -5.5305 2.5987  0.319
H16 -1.9822 -4.1451 2.0679  0.374
H17 -0.9297 -2.7668 1.7033  0.073
H18 -1.6005 -3.8679 -0.4024  0.432
H19 -0.9558 -5.4223 0.1837  0.364

- total charge = 0
- HOMO (eV) = -8.5
- SMILES = O=C(CSc1nnc([C@@H]2COc3ccccc3O2)o1)N1CCCCC1

Calculated relative energies: a) 2.266; b) 0.000, given in eV

a) DFT (wB97M-V/def2-TZVPD) results for the molecule C8H12N2.

Each line ends with the Mulliken charge.
Element x y z (Å)
C1 0.4572 0.6451 2.8930  -1.065
C2 -0.6951 0.9135 1.9073  -0.570
C3 -0.2749 0.5588 0.5265  0.218
N1 0.2927 1.5309 -0.1766  -0.587
C4 0.6444 1.2599 -1.4092  -0.402
C5 0.5189 -0.0060 -1.9899  0.690
C6 0.8882 -0.2206 -3.4574  -1.071
N2 -0.0074 -1.0065 -1.2962  -0.559
C7 -0.4016 -0.7114 -0.0582  1.032
C8 -1.1198 -1.8562 0.6536  -1.183
H1 0.2158 0.8938 3.9241  0.349
H2 1.3473 1.1995 2.5433  0.316
H3 0.7025 -0.4423 2.8730  0.258
H4 -0.9766 1.9840 1.9474  0.321
H5 -1.5716 0.3092 2.2041  0.232
H6 1.0871 2.0741 -2.0214  0.255
H7 1.2719 0.7609 -3.8588  0.297
H8 -0.0422 -0.4469 -4.0304  0.266
H9 1.5964 -1.0339 -3.6305  0.296
H10 -0.5877 -2.1261 1.5888  0.252
H11 -2.1464 -1.5531 0.9209  0.329
H12 -1.1989 -2.7266 -0.0532  0.327

- total charge = 0
- HOMO (eV) = -9.1
- SMILES = CCc1ncc(C)nc1C

b) DFT (wB97M-V/def2-TZVPD) results for the molecule C8H12N2.

Each line ends with the Mulliken charge.
Element x y z (Å)
C1 -1.1903 1.0697 1.1127  -0.067
C2 0.0644 1.5463 0.5331  -0.558
C3 0.1805 0.1169 -1.5813  -1.005
C4 1.2551 -0.7216 0.4831  -1.001
C5 -1.1232 -0.6274 -1.2733  -0.288
C6 0.0568 -1.6727 0.6705  -0.178
C7 0.8805 0.5425 -0.2924  0.333
C8 -1.2015 -1.4539 -0.0558  -1.076
N1 -3.1644 1.6531 2.3008  -1.286
N2 -2.0554 1.4562 1.8228  0.734
H1 -0.1662 2.4128 -0.0999  0.355
H2 0.7014 1.9037 1.3526  0.382
H3 0.8601 -0.5412 -2.1300  0.397
H4 -0.0193 0.9866 -2.2112  0.383
H5 1.6646 -0.4576 1.4596  0.360
H6 2.0449 -1.2319 -0.0742  0.422
H7 -1.9695 0.0641 -1.2250  0.283
H8 -1.3743 -1.3138 -2.0924  0.520
H9 0.3049 -2.6738 0.2820  0.439
H10 -0.1547 -1.8306 1.7310  0.267
H11 1.8084 1.0685 -0.5560  0.354
H12 -3.2343 1.4901 3.3007  0.229

- total charge = 0
- HOMO (eV) = -7.6

Calculated relative energies: a) 0.000; b) 6.315, given in eV